{"formula": "C5H9FN2", "method": "ωB97M-V/def2-TZVPD", "orbital_gap_ha": 0.358, "e_lumo_ev": 0.79, "total_energy_ha": -405.15962, "smiles": "N[C@]12CNC[C@H]1[C@H]2F", "relative_energy_kj_mol": 343.2, "species": ["C", "C", "C", "C", "C", "H", "H", "H", "H", "H", "H", "H", "H", "H", "N", "N", "F"], "positions_angstrom": [[-0.864932, -0.046971, 0.059178], [-0.129855, -0.890662, -0.868421], [1.446587, -0.339662, 0.724913], [0.192314, 0.359520, 1.111910], [-0.299113, 1.303464, 0.100229], [-2.489807, -1.173802, 0.750656], [-2.775336, -0.528847, -0.838120], [-0.603429, -1.921437, -1.240288], [0.126686, -0.335093, -1.797166], [1.134815, -2.336216, 0.064063], [2.394236, 0.398152, 0.641863], [1.752301, -1.079446, 1.644894], [-0.049423, 0.213487, 2.070994], [-0.979150, 2.109870, 0.243039], [-2.334987, -0.270411, 0.231615], [1.203740, -1.389078, -0.372792], [0.815314, 1.550624, -0.813172]], "forces_ev_per_a": [[-1.1, -0.8, 0.1], [1.4, -4.8, -4.1], [4.1, -3.0, 2.5], [-0.7, -0.8, -2.7], [1.8, 0.6, -0.9], [0.4, 1.2, -0.7], [1.7, 1.1, 3.9], [0.1, 2.5, 0.8], [-0.4, -0.4, 0.4], [-0.2, 1.4, -0.4], [-2.3, -1.8, -0.5], [-0.5, 2.2, -1.7], [-1.1, 0.6, 3.6], [0.1, 0.8, 0.1], [-0.4, -1.4, -2.7], [-0.6, 2.1, 1.3], [-2.3, 0.5, 0.8]]}